DFT (wB97M-V/def2-TZVPD) results for a cluster of 5 separate species, C30H70O15 in total at a distorted geometry.

ORCA input file:
```
! RIJCOSX wB97M-V def2-TZVPD def2/J DEFGRID3
* xyz 0 1
C -1.53 3.89 1.71
O -0.49 3.32 0.96
C 0.77 3.97 0.85
C 1.57 3.31 -0.27
O 2.18 2.07 0.19
C 3.27 1.59 -0.54
C 3.90 0.45 0.25
O 5.16 0.78 0.91
C 5.90 -0.35 1.54
H -2.40 3.23 1.78
H -1.92 4.81 1.27
H -1.04 3.91 2.68
H 1.26 3.78 1.80
H 0.63 5.05 0.74
H 2.25 4.03 -0.71
H 0.77 3.11 -0.98
H 4.02 2.34 -0.79
H 2.70 1.20 -1.38
H 4.09 -0.42 -0.37
H 3.21 0.25 1.07
H 5.86 -1.16 0.82
H 5.22 -0.73 2.30
H 6.91 -0.08 1.87
C 1.67 -0.63 4.62
O 1.08 0.68 4.27
C -0.04 0.61 3.37
C 0.21 0.52 1.87
O -0.85 0.86 0.92
C -0.16 1.00 -0.41
C 0.10 -0.42 -0.99
O -0.91 -1.31 -1.46
C -1.72 -1.80 -0.31
H 2.41 -0.54 5.42
H 2.17 -1.18 3.82
H 0.72 -1.04 4.96
H -0.62 1.50 3.61
H -0.71 -0.18 3.69
H 0.66 -0.46 1.71
H 1.09 1.13 1.68
H 0.76 1.56 -0.23
H -0.92 1.59 -0.91
H 0.86 -1.03 -0.50
H 0.67 -0.22 -1.90
H -2.26 -2.68 -0.64
H -2.42 -1.00 -0.06
H -1.15 -2.07 0.58
C 5.15 -1.79 -3.19
O 4.43 -3.05 -3.29
C 3.14 -3.09 -2.68
C 2.19 -2.12 -3.25
O 2.19 -2.29 -4.65
C 1.90 -1.14 -5.52
C 0.76 -0.29 -4.97
O 0.95 0.64 -3.78
C -0.29 1.28 -3.44
H 5.17 -1.02 -3.95
H 6.13 -2.04 -2.78
H 4.62 -1.19 -2.44
H 3.16 -2.88 -1.61
H 2.62 -4.05 -2.65
H 2.44 -1.13 -2.88
H 1.15 -2.32 -2.96
H 1.53 -1.53 -6.47
H 2.71 -0.45 -5.77
H -0.13 -0.92 -4.95
H 0.45 0.43 -5.72
H -0.46 2.01 -4.23
H -0.16 1.93 -2.58
H -1.19 0.74 -3.15
C 1.11 -3.39 0.43
O 0.47 -4.32 -0.51
C 0.26 -3.87 -1.89
C -0.51 -4.97 -2.67
O -1.92 -4.90 -2.47
C -2.67 -3.63 -2.59
C -4.17 -3.76 -2.73
O -4.60 -4.12 -4.08
C -6.01 -4.39 -4.32
H 0.94 -2.35 0.16
H 2.16 -3.68 0.47
H 0.50 -3.75 1.26
H 1.28 -3.68 -2.21
H -0.12 -2.87 -2.07
H -0.27 -5.96 -2.29
H -0.22 -4.87 -3.72
H -2.24 -2.99 -3.36
H -2.51 -2.95 -1.75
H -4.63 -2.83 -2.40
H -4.30 -4.62 -2.08
H -6.24 -4.74 -5.32
H -6.71 -3.61 -4.00
H -6.15 -5.28 -3.70
C 0.33 6.27 4.46
O 0.01 4.95 5.01
C -1.36 4.68 4.81
C -1.50 3.17 4.61
O -2.89 2.87 4.40
C -3.37 1.48 4.55
C -4.81 1.46 4.01
O -5.02 1.80 2.62
C -4.08 1.47 1.58
H 0.20 6.37 3.39
H 1.42 6.28 4.50
H -0.05 7.18 4.92
H -1.98 5.35 4.22
H -1.81 4.96 5.76
H -0.88 2.51 5.20
H -1.10 2.86 3.65
H -3.22 1.00 5.52
H -2.87 0.81 3.86
H -5.34 2.20 4.62
H -5.26 0.52 4.33
H -3.34 2.27 1.63
H -4.43 1.51 0.55
H -3.50 0.56 1.75
*
```

Values from the calculation:
Maximum force, eV/A: 4.21
HOMO-LUMO gap, eV: 9.49
ΔE to the lowest compared entry with this formula, charge and spin, kJ/mol: 1051.09
Lowest unoccupied orbital energy, eV: 0.592
SMILES: COCCOCCOC.COCCOCCOC.COCCOCCOC.COCCOCCOC.COCCOCCOC
Total energy, eV: -62937.699
Molecular weight, g/mol: 670.88
HOMO energy, eV: -8.896

Atomic partial charges in e from the Mulliken method, atoms 1 to 6: C -0.42; O 0.07; C -0.57; C -0.56; O -0.25; C -0.73